(one)
Below is the ion C3H8N3 with charge +1, with properties calculated with wB97M-V/def2-TZVPD.

Geometry as ORCA input:
```
! RIJCOSX wB97M-V def2-TZVPD def2/J DEFGRID3
* xyz 1 1
C -2.41 0.64 0.01
N -1.54 -0.20 -0.35
C -0.17 -0.25 0.45
N 0.61 -1.34 -0.04
C 0.85 0.31 -0.48
N 1.98 0.91 -0.09
H -3.38 0.43 -0.62
H -2.28 1.26 0.96
H -0.32 -0.05 1.49
H 1.18 -1.95 0.57
H 0.02 -2.04 -0.71
H 0.38 0.55 -1.50
H 2.25 0.89 0.93
H 2.83 0.85 -0.63
*
```

As for the HOMO-LUMO gap: 11.2624 eV. The HOMO energy is -14.45 eV. Its SMILES is C=N[C@H]1[NH2+][C@@H]1N.

Population analysis type natural (NBO), resulting atomic charges in e: -0.037 -0.426 0.012 -0.677 0.200 -0.759 0.243 0.190 0.237 0.450 0.462 0.278 0.407 0.421

(two)
Below is the ion C3H8N3 with charge +1, with properties calculated with wB97M-V/def2-TZVPD.

Geometry as ORCA input:
```
! RIJCOSX wB97M-V def2-TZVPD def2/J DEFGRID3
* xyz 1 1
C -0.63 -0.26 -0.58
C -1.51 -2.23 0.61
C 2.25 2.00 -0.16
N -0.92 -1.14 0.67
N 0.75 -0.06 -0.65
N 1.12 1.31 -0.46
H -0.85 -0.79 -1.43
H -1.36 0.54 -0.45
H -1.48 -2.88 1.52
H -2.05 -2.66 -0.23
H 2.14 3.15 -0.24
H 3.21 1.50 0.25
H -0.50 -0.98 1.59
H 0.20 1.86 -0.68
*
```

As for the HOMO-LUMO gap (spin up / spin down): 7.9015 / 7.9006 eV. The HOMO energy (spin up / spin down) is -12.35 / -12.35 eV.

Population analysis type natural (NBO), resulting atomic charges in e: -0.097 0.105 -0.102 -0.396 -0.441 -0.266 0.222 0.191 0.222 0.229 0.240 0.252 0.443 0.398

(three)
Below is the ion C3H8N3 with charge +1, with properties calculated with wB97M-V/def2-TZVPD.

Geometry as ORCA input:
```
! RIJCOSX wB97M-V def2-TZVPD def2/J DEFGRID3
* xyz 1 1
C -2.25 -1.38 0.06
C -1.64 -0.42 -0.59
N -0.36 -0.44 -1.19
C 0.71 0.10 -0.65
N 0.68 0.45 0.65
N 1.92 1.07 1.16
H -1.94 -2.35 -0.08
H -3.15 -1.14 0.60
H -2.06 0.60 -0.45
H -0.40 -0.43 -2.19
H 1.70 0.18 -1.21
H 2.53 0.33 1.46
H 1.70 1.71 1.92
H 2.56 1.72 0.52
*
```

As for the HOMO-LUMO gap: 10.2778 eV. The HOMO energy is -13.97 eV. Its SMILES is C=CN/C=N/[NH3+].

Population analysis type natural (NBO), resulting atomic charges in e: -0.305 -0.072 -0.558 0.304 -0.379 -0.552 0.206 0.230 0.203 0.425 0.201 0.432 0.447 0.419

It is (three) that is the most stable of them.

(one)
Below is a cluster of 2 separate species, C4H12S2 in total, with properties calculated with wB97M-V/def2-TZVPD.

Geometry as ORCA input:
```
! RIJCOSX wB97M-V def2-TZVPD def2/J DEFGRID3
* xyz 0 1
C -0.52 2.40 -3.94
C -0.01 1.10 -3.31
S -0.37 0.96 -1.51
H 0.34 3.03 -4.18
H -1.11 2.91 -3.18
H -1.10 2.29 -4.85
H -0.53 0.24 -3.67
H 1.01 0.76 -3.46
H -0.90 2.17 -1.32
C 1.33 -2.67 2.75
S 1.22 -1.14 3.71
C -0.55 -0.82 3.73
H 2.19 -2.60 2.11
H 0.40 -2.86 2.22
H 1.40 -3.51 3.43
H -1.09 -1.71 4.06
H -0.78 -0.19 4.59
H -0.92 -0.35 2.83
*
```

As for the HOMO-LUMO gap: 9.2878 eV. The HOMO energy is -8.35 eV. Its SMILES is CCS.CSC.

Population analysis type natural (NBO), resulting atomic charges in e: -0.617 -0.509 -0.059 0.217 0.210 0.220 0.209 0.217 0.113 -0.743 0.172 -0.756 0.227 0.222 0.212 0.217 0.231 0.218

(two)
Below is a cluster of 2 separate species, C4H12S2 in total, with properties calculated with wB97M-V/def2-TZVPD.

Geometry as ORCA input:
```
! RIJCOSX wB97M-V def2-TZVPD def2/J DEFGRID3
* xyz 0 1
C 1.43 0.26 1.88
S 1.02 2.01 1.67
C 2.03 2.37 0.21
H 0.51 -0.22 1.55
H 1.70 -0.16 2.86
H 2.27 -0.02 1.25
H 2.01 3.41 -0.11
H 3.03 1.95 0.27
H 1.51 1.87 -0.61
C -1.36 -1.17 -2.39
S -1.80 -0.13 -0.99
C -2.00 -1.27 0.37
H -0.50 -1.82 -2.15
H -1.20 -0.55 -3.25
H -2.12 -1.92 -2.61
H -2.98 -1.07 0.83
H -2.29 -2.28 0.06
H -1.25 -1.26 1.16
*
```

As for the HOMO-LUMO gap: 9.1292 eV. The HOMO energy is -8.23 eV. Its SMILES is CSC.CSC.

Population analysis type natural (NBO), resulting atomic charges in e: -0.754 0.179 -0.745 0.211 0.227 0.221 0.234 0.213 0.212 -0.749 0.201 -0.783 0.213 0.233 0.209 0.233 0.229 0.215

It is (one) that is the most stable of them.

(one)
Below is a cluster of 2 separate species, C2H2ClN in total, with properties calculated with wB97M-V/def2-TZVPD.

Geometry as ORCA input:
```
! RIJCOSX wB97M-V def2-TZVPD def2/J DEFGRID3
* xyz 0 1
C 0.68 -0.45 1.31
C 0.59 -0.10 0.16
N 0.22 0.23 -1.03
Cl -0.21 -0.76 -2.29
H 0.76 -0.57 2.36
H -2.04 1.65 -0.52
*
```

As for the HOMO-LUMO gap (spin up / spin down): 9.8718 / 7.7518 eV. The HOMO energy (spin up / spin down) is -9.46 / -9.55 eV.

Population analysis type natural (NBO), resulting atomic charges in e: -0.175 0.119 -0.399 0.213 0.240 0.003

(two)
Below is the molecule C2H2ClN, with properties calculated with wB97M-V/def2-TZVPD.

Geometry as ORCA input:
```
! RIJCOSX wB97M-V def2-TZVPD def2/J DEFGRID3
* xyz 0 1
Cl 1.97 -0.70 -0.22
C 0.48 -0.43 0.43
C -0.83 0.39 -0.57
N 0.02 0.96 0.23
H 0.06 -0.97 1.22
H -1.71 0.75 -1.10
*
```

As for the HOMO-LUMO gap: 9.0768 eV. The HOMO energy is -8.70 eV. Its SMILES is Cl[C@@H]1C=N1.

Population analysis type natural (NBO), resulting atomic charges in e: 0.082 -0.108 0.016 -0.427 0.212 0.225

(three)
Below is a cluster of 2 separate species, C2H2ClN in total, with properties calculated with wB97M-V/def2-TZVPD.

Geometry as ORCA input:
```
! RIJCOSX wB97M-V def2-TZVPD def2/J DEFGRID3
* xyz 0 1
C 0.95 0.18 -1.21
C 0.25 0.29 -0.22
N -0.50 0.45 0.81
Cl -2.35 0.24 0.71
H 1.90 0.17 -1.68
H -0.25 -1.33 1.58
*
```

As for the HOMO-LUMO gap (spin up / spin down): 8.9011 / 7.8117 eV. The HOMO energy (spin up / spin down) is -9.85 / -9.77 eV.

Population analysis type natural (NBO), resulting atomic charges in e: -0.163 0.087 -0.364 0.081 0.239 0.121

It is (two) that is the most stable of them.

(one)
Below is a cluster of 2 separate species, H2N2O3S in total, with properties calculated with wB97M-V/def2-TZVPD.

Geometry as ORCA input:
```
! RIJCOSX wB97M-V def2-TZVPD def2/J DEFGRID3
* xyz 0 1
N 0.39 -0.69 0.61
N -1.85 0.98 -1.04
O -1.75 1.04 0.15
O -1.07 0.16 -1.67
O 2.73 -0.07 1.33
S 1.93 -0.64 0.26
H -0.38 -0.40 -1.18
H 0.00 -0.39 1.53
*
```

As for the HOMO-LUMO gap: 8.6196 eV. The HOMO energy is -10.12 eV.

Population analysis type natural (NBO), resulting atomic charges in e: -0.990 0.375 -0.357 -0.528 -0.843 1.436 0.489 0.419

(two)
Below is a cluster of 2 separate species, H2N2O3S in total, with properties calculated with wB97M-V/def2-TZVPD.

Geometry as ORCA input:
```
! RIJCOSX wB97M-V def2-TZVPD def2/J DEFGRID3
* xyz 0 1
N -1.51 0.42 0.05
N 0.82 -0.99 0.17
O 0.61 -1.88 0.89
O 0.59 -0.84 -1.01
O 1.84 1.43 -0.52
S 1.77 0.74 0.74
H -2.43 0.09 0.38
H -1.71 1.03 -0.70
*
```

As for the HOMO-LUMO gap (spin up / spin down): 8.3035 / 8.8311 eV. The HOMO energy (spin up / spin down) is -10.07 / -9.85 eV.

Population analysis type natural (NBO), resulting atomic charges in e: -0.601 0.437 -0.317 -0.353 -0.717 0.955 0.298 0.298

It is (one) that is the most stable of them.

(one)
Below is a cluster of 2 separate species, H2N2O3S in total, with properties calculated with wB97M-V/def2-TZVPD.

Geometry as ORCA input:
```
! RIJCOSX wB97M-V def2-TZVPD def2/J DEFGRID3
* xyz 0 1
N -0.53 0.38 1.02
N 1.74 0.23 -1.77
O 0.55 -0.41 -1.50
O 2.26 -0.34 -2.75
O -2.12 -0.11 2.71
S -0.88 -0.54 2.19
H -1.29 0.92 0.68
H 0.28 -0.13 -0.57
*
```

As for the HOMO-LUMO gap: 8.7623 eV. The HOMO energy is -10.40 eV.

Population analysis type natural (NBO), resulting atomic charges in e: -1.023 0.342 -0.566 -0.313 -0.854 1.523 0.394 0.497

(two)
Below is a cluster of 2 separate species, H2N2O3S in total, with properties calculated with wB97M-V/def2-TZVPD.

Geometry as ORCA input:
```
! RIJCOSX wB97M-V def2-TZVPD def2/J DEFGRID3
* xyz 0 1
N 1.68 -0.42 -1.74
N -0.06 0.36 -0.40
O 0.40 -2.16 0.23
O 2.15 -3.33 -0.99
O 1.24 0.47 -1.10
S 0.90 -2.63 -1.05
H -0.12 1.08 0.31
H -0.23 -0.61 -0.08
*
```

As for the HOMO-LUMO gap (spin up / spin down): 8.4925 / 8.4954 eV. The HOMO energy (spin up / spin down) is -9.45 / -9.44 eV.

Population analysis type natural (NBO), resulting atomic charges in e: -0.015 -0.572 -0.929 -0.854 -0.040 1.649 0.364 0.396

It is (one) that is the most stable of them.

(one)
Below is the molecule H2N2O3S, with properties calculated with wB97M-V/def2-TZVPD.

Geometry as ORCA input:
```
! RIJCOSX wB97M-V def2-TZVPD def2/J DEFGRID3
* xyz 0 1
N -1.07 -0.62 0.55
N 0.83 0.92 -0.32
O 1.69 1.17 -1.10
O 0.56 1.19 0.82
O 0.53 -1.80 -0.88
S -0.35 -0.67 -0.96
H -1.80 0.12 0.60
H -0.38 -0.32 1.28
*
```

As for the HOMO-LUMO gap: 9.5191 eV. The HOMO energy is -9.85 eV.

Population analysis type natural (NBO), resulting atomic charges in e: -1.032 0.394 -0.323 -0.380 -0.876 1.408 0.389 0.419

(two)
Below is a cluster of 2 separate species, H2N2O3S in total, with properties calculated with wB97M-V/def2-TZVPD.

Geometry as ORCA input:
```
! RIJCOSX wB97M-V def2-TZVPD def2/J DEFGRID3
* xyz 0 1
N 2.39 -0.26 -0.45
N 0.70 0.46 0.84
O -2.79 -1.24 -0.01
O -2.99 1.10 -0.62
O 1.16 -0.31 -0.05
S -2.40 0.12 0.25
H 2.51 -0.97 -1.18
H 1.41 1.12 1.21
*
```

As for the HOMO-LUMO gap (spin up / spin down): 9.6343 / 9.5711 eV. The HOMO energy (spin up / spin down) is -10.49 / -10.38 eV.

Population analysis type natural (NBO), resulting atomic charges in e: -0.310 -0.265 -0.835 -0.835 -0.041 1.665 0.317 0.303

It is (one) that is the most stable of them.